Density functional theory data (the ωB97M-V functional and the def2-TZVPD basis) for a cluster of 3 separate species, C4H15N2O3 in total at a distorted geometry.

Computed properties:
HOMO-LUMO gap (alpha / beta)   0.1249 / 0.3759 hartree
Lowest unoccupied orbital energy (alpha / beta)   0.3 / 0.1 eV
Maximum force   2.7 eV Å⁻¹
⟨S²⟩   0.75
2S+1   2
Total energy   -13510.718 eV
HOMO energy (alpha / beta)   -3.1278 / -10.1395 eV

Cartesian coordinates (Å):
N -1.298 -1.609 1.018
C -0.961 -0.097 1.088
C 0.481 0.148 1.431
C -1.410 0.385 -0.296
N -0.923 1.541 -0.887
C -0.306 2.661 -0.200
O -2.130 -0.308 -1.020
H -0.412 -2.084 0.825
H -1.616 -1.904 1.974
H -1.939 -1.920 0.271
H -1.712 0.301 1.783
H 0.846 -0.576 2.155
H 1.087 0.212 0.532
H 0.540 1.091 1.972
H -1.499 1.805 -1.653
H 0.656 2.957 -0.630
H -0.068 2.490 0.845
H -0.970 3.527 -0.218
H 2.169 0.377 -2.590
H 2.810 -0.961 -2.111
O 2.901 -0.232 -2.726
H 0.634 -2.983 -0.909
H 2.024 -2.340 -0.428
O 1.098 -2.481 -0.228